No. 1
51
Properties=species:S:1:pos:R:3:forces:R:3 method="wB97M-V/def2-TZVPD" e_lumo_ev=0.67 charge=0 de_lowest_kcal_mol=0.0 total_energy_ha=-1514.6140 smiles="O=C(CN1CCN(Cc2ccccc2Cl)C1=O)NC1CCCCCC1"
O -2.25759 -3.40046 0.52689 -0.2 -0.3 -0.2
C -1.47080 -2.60194 0.99689 0.5 -0.2 0.4
N -1.67924 -1.27986 1.09969 -0.1 0.5 0.1
H -0.88493 -0.70305 1.36220 0.0 -0.2 0.0
C -2.78284 -0.59217 0.45309 -0.2 -0.2 -0.2
C -3.17124 0.59973 1.33560 -0.2 -0.1 -0.2
H -3.81212 0.22612 2.13661 0.1 0.0 0.1
C -3.87304 1.75382 0.61861 0.2 0.1 0.2
C -2.89372 2.75612 0.00684 -0.2 0.0 -0.3
C -2.21521 2.28173 -1.27473 0.2 0.1 0.2
C -1.46065 0.96038 -1.14034 -0.2 0.0 -0.2
C -2.39849 -0.23842 -0.99221 0.1 -0.1 0.2
H -1.92596 -1.12971 -1.41384 -0.1 0.0 0.0
H -3.30571 -0.05889 -1.57151 0.0 0.0 -0.1
H -0.86996 0.82136 -2.05056 0.1 0.0 0.1
H -0.76151 1.00480 -0.30382 0.2 0.0 0.0
H -1.51563 3.05865 -1.59538 0.0 0.0 -0.1
H -2.96706 2.17742 -2.06179 0.0 0.0 -0.1
H -3.43219 3.68051 -0.21884 0.1 0.1 0.1
H -2.12933 2.99737 0.74943 0.0 0.1 0.1
H -4.48026 2.28806 1.35337 -0.1 0.0 -0.1
H -4.55112 1.37279 -0.14565 -0.1 0.0 0.0
H -2.26617 0.98972 1.80732 0.0 0.0 0.1
H -3.60620 -1.31397 0.40671 0.1 0.2 0.0
C -0.07647 -3.00886 1.50416 -0.1 0.1 0.0
N 0.92006 -2.66037 0.51465 0.2 -0.2 0.0
C 1.23235 -1.35254 0.24839 0.0 -0.1 0.1
O 0.99702 -0.40743 0.98343 -0.1 0.3 0.3
N 1.84018 -1.30121 -0.96408 -0.1 -0.1 -0.3
C 2.46271 -0.13028 -1.53807 -0.2 0.1 0.1
C 2.95867 0.82003 -0.48324 0.2 0.1 0.0
C 2.42890 2.09651 -0.35884 0.1 -0.1 0.0
C 2.88418 2.96579 0.61567 0.0 0.1 0.0
C 3.88220 2.56748 1.48753 0.0 0.0 0.0
C 4.42705 1.30024 1.38192 0.0 0.0 0.0
C 3.96419 0.44195 0.40069 -0.1 0.4 -0.1
Cl 4.65896 -1.13716 0.28467 0.2 -0.3 0.0
H 5.20345 0.97469 2.05697 0.1 -0.1 0.0
H 4.23684 3.23831 2.25506 0.0 0.1 0.1
H 2.45415 3.95229 0.69896 0.0 0.1 0.0
H 1.64079 2.40343 -1.03021 -0.1 0.0 -0.1
H 3.30779 -0.47178 -2.14704 -0.1 0.0 0.0
H 1.74875 0.38824 -2.19193 0.2 0.0 0.0
C 1.97059 -2.60820 -1.56596 0.2 -0.1 -0.1
H 1.61938 -2.59386 -2.60228 0.0 -0.1 0.1
C 1.09671 -3.48650 -0.66162 -0.1 -0.2 -0.1
H 1.58409 -4.42744 -0.39363 -0.1 0.1 -0.1
H 0.12748 -3.71560 -1.12302 0.1 0.0 0.0
H 3.01941 -2.93235 -1.55555 -0.1 0.0 0.0
H -0.03966 -4.08647 1.66969 -0.1 0.1 0.0
H 0.16119 -2.47900 2.42909 0.0 -0.1 0.0

No. 2
57
Properties=species:S:1:pos:R:3:forces:R:3 method="wB97M-V/def2-TZVPD" e_lumo_ev=-2.47 charge=0 total_energy_ha=-2022.7349
C 2.48454 -2.57009 3.86568 0.3 0.8 -0.5
C 2.66933 -1.40952 2.82904 0.6 0.8 -1.2
C 4.00834 -1.04344 2.37784 -1.8 1.7 -1.4
C 4.15230 0.03253 1.37225 -2.3 -0.8 0.8
C 2.96406 0.72040 0.83905 -0.5 -0.1 0.7
C 3.04667 1.84687 -0.26691 0.5 -1.3 -0.5
C 4.51761 2.33123 -0.55642 -0.8 0.5 -0.6
C 2.53478 1.13744 -1.61234 0.5 -0.5 0.8
C 1.59781 0.35926 1.29247 3.8 -1.7 1.1
O 0.51774 1.03049 0.71486 -0.1 -0.5 1.4
C -0.40348 1.53256 1.67074 -0.8 1.9 -0.3
C -1.91875 1.32410 1.25231 1.1 -1.4 1.1
F -2.47638 0.70799 2.42043 0.1 0.4 -1.2
N -2.78107 2.51948 1.09349 -1.9 1.1 -1.4
C -3.82042 2.29670 0.33599 0.0 -2.8 -0.6
C -3.81678 0.78986 -0.17012 0.6 1.3 0.2
C -2.25522 0.54070 -0.05602 0.3 -0.5 -1.1
N -1.75539 1.22679 -1.28384 0.9 0.6 1.3
C -1.68250 -0.92793 -0.13807 -2.8 -2.0 1.5
C -2.91598 -1.99013 0.18439 1.0 0.7 2.8
C -3.21132 -2.20683 1.75824 0.7 -0.8 -4.5
O -2.52255 -3.23533 0.84581 -1.7 2.8 0.3
C 1.50505 -0.71114 2.28229 0.7 0.5 -0.5
H 2.86554 -3.55730 3.48704 -0.4 1.0 0.1
H 3.10705 -2.31383 4.76625 -0.9 -0.3 -0.6
H 1.39226 -2.65572 4.08952 1.0 -0.1 0.1
H 4.92577 -1.54622 2.75654 -1.0 0.4 -0.3
H 5.16907 0.30343 0.99351 -1.2 -0.2 0.5
H 2.38086 2.69993 0.01903 0.6 -0.7 -0.3
H 4.47634 2.90364 -1.53095 0.1 -0.6 1.0
H 4.91846 3.05370 0.20051 -0.2 -1.0 -0.4
H 5.17542 1.44796 -0.74675 -0.4 0.9 0.3
H 1.44663 0.88026 -1.56090 1.0 0.4 -0.3
H 3.08382 0.15016 -1.64972 -0.6 1.0 -0.2
H 2.82726 1.71153 -2.52578 -0.6 -0.3 0.8
H -0.25173 2.65733 1.74336 0.0 -1.0 0.0
H -0.28736 1.14093 2.70913 0.0 0.0 -1.0
H -2.70047 3.47174 1.45827 0.7 -0.6 0.4
H -4.63996 2.99746 0.04942 1.1 -0.2 0.7
H -4.02698 0.73114 -1.27033 -0.3 0.0 1.1
H -4.50086 0.17653 0.48470 0.7 0.6 -0.6
H -0.86972 0.80375 -1.59323 -0.7 0.0 -0.2
H -1.51932 2.20654 -1.09403 -0.2 -0.2 -0.2
H -0.98612 -1.11276 0.71800 -0.3 0.2 -1.0
H -1.28512 -1.22074 -1.13954 -0.1 0.7 0.8
H -3.81952 -1.98743 -0.53058 1.7 -0.4 1.0
H -4.29832 -2.41145 1.87048 1.1 -0.1 0.7
H -2.53445 -1.75459 2.51143 -0.8 -0.5 -0.6
H 0.49425 -1.03136 2.63884 1.0 0.2 -0.3
C -1.02745 -1.86542 -5.45561 0.5 -0.5 -0.8
F -0.14328 -2.84254 -5.16514 -0.3 0.3 0.3
F -0.36476 -0.96748 -6.21444 -0.3 0.0 0.4
F -1.95967 -2.42245 -6.25394 0.0 0.3 0.5
S -1.76274 -1.10242 -3.93682 -0.9 0.6 0.9
O -0.62154 -0.56076 -3.20340 0.3 -0.3 -0.4
O -2.42620 -2.19686 -3.24782 0.4 -0.1 -0.3
O -2.67559 -0.08863 -4.42820 0.4 -0.3 -0.3

Copy entry 2 word for word.
57
Properties=species:S:1:pos:R:3:forces:R:3 method="wB97M-V/def2-TZVPD" e_lumo_ev=-2.47 charge=0 total_energy_ha=-2022.7349
C 2.48454 -2.57009 3.86568 0.3 0.8 -0.5
C 2.66933 -1.40952 2.82904 0.6 0.8 -1.2
C 4.00834 -1.04344 2.37784 -1.8 1.7 -1.4
C 4.15230 0.03253 1.37225 -2.3 -0.8 0.8
C 2.96406 0.72040 0.83905 -0.5 -0.1 0.7
C 3.04667 1.84687 -0.26691 0.5 -1.3 -0.5
C 4.51761 2.33123 -0.55642 -0.8 0.5 -0.6
C 2.53478 1.13744 -1.61234 0.5 -0.5 0.8
C 1.59781 0.35926 1.29247 3.8 -1.7 1.1
O 0.51774 1.03049 0.71486 -0.1 -0.5 1.4
C -0.40348 1.53256 1.67074 -0.8 1.9 -0.3
C -1.91875 1.32410 1.25231 1.1 -1.4 1.1
F -2.47638 0.70799 2.42043 0.1 0.4 -1.2
N -2.78107 2.51948 1.09349 -1.9 1.1 -1.4
C -3.82042 2.29670 0.33599 0.0 -2.8 -0.6
C -3.81678 0.78986 -0.17012 0.6 1.3 0.2
C -2.25522 0.54070 -0.05602 0.3 -0.5 -1.1
N -1.75539 1.22679 -1.28384 0.9 0.6 1.3
C -1.68250 -0.92793 -0.13807 -2.8 -2.0 1.5
C -2.91598 -1.99013 0.18439 1.0 0.7 2.8
C -3.21132 -2.20683 1.75824 0.7 -0.8 -4.5
O -2.52255 -3.23533 0.84581 -1.7 2.8 0.3
C 1.50505 -0.71114 2.28229 0.7 0.5 -0.5
H 2.86554 -3.55730 3.48704 -0.4 1.0 0.1
H 3.10705 -2.31383 4.76625 -0.9 -0.3 -0.6
H 1.39226 -2.65572 4.08952 1.0 -0.1 0.1
H 4.92577 -1.54622 2.75654 -1.0 0.4 -0.3
H 5.16907 0.30343 0.99351 -1.2 -0.2 0.5
H 2.38086 2.69993 0.01903 0.6 -0.7 -0.3
H 4.47634 2.90364 -1.53095 0.1 -0.6 1.0
H 4.91846 3.05370 0.20051 -0.2 -1.0 -0.4
H 5.17542 1.44796 -0.74675 -0.4 0.9 0.3
H 1.44663 0.88026 -1.56090 1.0 0.4 -0.3
H 3.08382 0.15016 -1.64972 -0.6 1.0 -0.2
H 2.82726 1.71153 -2.52578 -0.6 -0.3 0.8
H -0.25173 2.65733 1.74336 0.0 -1.0 0.0
H -0.28736 1.14093 2.70913 0.0 0.0 -1.0
H -2.70047 3.47174 1.45827 0.7 -0.6 0.4
H -4.63996 2.99746 0.04942 1.1 -0.2 0.7
H -4.02698 0.73114 -1.27033 -0.3 0.0 1.1
H -4.50086 0.17653 0.48470 0.7 0.6 -0.6
H -0.86972 0.80375 -1.59323 -0.7 0.0 -0.2
H -1.51932 2.20654 -1.09403 -0.2 -0.2 -0.2
H -0.98612 -1.11276 0.71800 -0.3 0.2 -1.0
H -1.28512 -1.22074 -1.13954 -0.1 0.7 0.8
H -3.81952 -1.98743 -0.53058 1.7 -0.4 1.0
H -4.29832 -2.41145 1.87048 1.1 -0.1 0.7
H -2.53445 -1.75459 2.51143 -0.8 -0.5 -0.6
H 0.49425 -1.03136 2.63884 1.0 0.2 -0.3
C -1.02745 -1.86542 -5.45561 0.5 -0.5 -0.8
F -0.14328 -2.84254 -5.16514 -0.3 0.3 0.3
F -0.36476 -0.96748 -6.21444 -0.3 0.0 0.4
F -1.95967 -2.42245 -6.25394 0.0 0.3 0.5
S -1.76274 -1.10242 -3.93682 -0.9 0.6 0.9
O -0.62154 -0.56076 -3.20340 0.3 -0.3 -0.4
O -2.42620 -2.19686 -3.24782 0.4 -0.1 -0.3
O -2.67559 -0.08863 -4.42820 0.4 -0.3 -0.3